Entry 1:
The following is a DFT calculation (ωB97M-V/def2-TZVPD) of a structure of composition C24H48FO24Tl at a distorted geometry.

The geometry in XYZ format:
```
98
Properties=species:S:1:pos:R:3
Tl -2.09726 -1.37797 -0.00307
F 0.27762 0.27994 -0.13231
C 6.60406 4.19581 -2.97358
O 5.32033 3.48708 -2.89825
C 4.88845 3.07002 -1.74064
O 5.49171 3.02579 -0.65606
O 3.65859 2.53665 -1.94434
C 2.74761 2.20230 -0.86343
H 7.37550 3.45293 -3.17630
H 6.86838 4.62312 -2.00629
H 6.58806 5.03652 -3.66717
H 3.14396 1.42926 -0.20509
H 1.86658 1.68388 -1.24176
H 2.45349 3.05435 -0.25057
C -6.23006 1.97195 -0.61404
O -5.12400 2.91881 -0.65955
C -3.90571 2.54062 -0.51105
O -3.57646 1.38206 -0.45276
O -3.06524 3.51337 -0.57084
C -1.62305 3.39240 -0.76443
H -7.13983 2.53149 -0.83161
H -6.37499 1.39826 0.30137
H -6.15768 1.16888 -1.34749
H -1.26650 3.89469 0.13484
H -1.20040 3.89521 -1.63429
H -1.29790 2.36010 -0.63517
C -1.64272 -3.49439 -5.76856
O -1.62159 -3.02035 -4.43034
C -2.08301 -3.73304 -3.30755
O -2.08189 -3.31422 -2.18321
O -2.38691 -5.01519 -3.63750
C -3.30062 -5.73703 -2.80638
H -0.94287 -4.31890 -5.90455
H -1.32826 -2.69924 -6.44454
H -2.68976 -3.64681 -6.03043
H -3.22007 -5.56007 -1.73386
H -3.29795 -6.74821 -3.21334
H -4.35456 -5.53017 -2.99216
C 0.62652 -5.53922 -0.78586
O 1.61848 -4.62954 -1.25709
C 1.51090 -3.32520 -0.92531
O 0.48503 -2.74588 -0.42670
O 2.66499 -2.76541 -1.27191
C 2.96736 -1.39968 -1.26997
H -0.34986 -5.10286 -0.99654
H 0.74676 -5.69313 0.28650
H 0.74695 -6.47674 -1.32867
H 3.60007 -1.18817 -0.40798
H 2.05642 -0.81924 -1.12383
H 3.32078 -1.14447 -2.26900
C 2.22811 0.77726 6.44923
O 2.75280 0.52995 5.20651
C 3.76119 1.27664 4.79019
O 4.40594 2.05443 5.52830
O 3.75309 1.32936 3.47541
C 4.73020 2.12332 2.83712
H 1.44008 1.52979 6.42118
H 3.01197 0.91807 7.19344
H 1.65245 -0.10832 6.71842
H 5.77219 1.89044 3.05654
H 4.56106 3.14671 3.17203
H 4.54003 2.05532 1.76600
C -4.53173 2.21092 3.20348
O -3.18597 2.68031 3.05222
C -2.20038 1.92908 2.62103
O -2.25312 0.89085 1.96177
O -1.04391 2.59305 2.94417
C 0.28448 2.01097 2.53728
H -4.86103 2.30519 2.16869
H -5.19472 2.76774 3.86566
H -4.48561 1.14962 3.44765
H 0.13382 0.97837 2.22240
H 0.93293 2.09305 3.40957
H 0.68643 2.49761 1.64862
C -1.75238 -2.48614 5.10170
O -0.44250 -2.08240 4.92135
C -0.14019 -1.79162 3.68139
O -0.97949 -1.51324 2.78521
O 1.16103 -1.60884 3.65629
C 1.80711 -1.39683 2.43040
H -2.47639 -1.72121 4.82100
H -1.93751 -2.89550 6.09480
H -2.10576 -3.30588 4.47620
H 1.98480 -2.29824 1.84389
H 2.80096 -1.03093 2.68826
H 1.17769 -0.71343 1.86041
C 0.74459 -0.58095 -3.34403
O -0.11049 0.22744 -4.15046
C -1.30967 0.48905 -3.66201
O -1.88746 -0.09175 -2.73550
O -1.83790 1.44430 -4.45099
C -3.18459 1.90898 -4.19249
H 0.82188 -1.51598 -3.89887
H 0.42674 -0.75602 -2.31621
H 1.71372 -0.12586 -3.54846
H -3.13564 2.47424 -3.26180
H -3.90333 1.11142 -4.00433
H -3.59497 2.60928 -4.92000
```

Output
Molecular weight   944.01 g/mol
Orbital gap   1.979 eV
Energy   -82192.233 eV
Relative energy (zero: lowest compared OMol25 entry of this formula, charge and spin)   0.0 kcal/mol
Total charge   +2


Entry 2:
The following is a DFT calculation (ωB97M-V/def2-TZVPD) of a cluster of 5 separate species, C22H41FO10 in total.

The geometry in XYZ format:
```
74
Properties=species:S:1:pos:R:3
C 0.00624 2.17077 3.41641
C 1.14937 1.41730 4.07428
F 0.65567 0.21096 4.58903
C 2.33656 1.08348 3.18195
C 2.68909 1.98755 2.00818
O 3.74163 1.24277 1.33514
C 3.63893 -0.06733 1.69764
O 4.51775 -0.84755 1.47722
C 2.32537 -0.24388 2.41696
H 0.12295 3.24227 3.58096
H -0.06087 1.99912 2.34321
H -0.92532 1.86646 3.89301
H 1.51343 1.97483 4.93858
H 3.22850 1.03842 3.82074
H 1.85101 2.06208 1.31244
H 3.01391 3.00036 2.22891
H 2.20463 -1.17043 2.96178
H 1.57372 -0.17065 1.61938
C 5.76045 -3.76337 0.02258
C 4.57875 -4.56582 -0.47793
O 3.34607 -4.12439 0.10900
C 2.63709 -3.08430 -0.37162
C 3.22908 -2.20438 -1.44396
O 1.56849 -2.85090 0.12869
H 5.68635 -2.71310 -0.25768
H 6.68535 -4.16735 -0.39134
H 5.81225 -3.81103 1.10960
H 4.50466 -4.56294 -1.56613
H 4.66260 -5.60633 -0.16735
H 3.70775 -1.35919 -0.94660
H 2.41392 -1.82943 -2.05749
H 3.96047 -2.69339 -2.08028
C -1.13428 4.93155 -2.49195
C -1.56684 4.29653 -1.19270
O -0.43235 3.95786 -0.36566
C 0.15055 4.84169 0.45735
C -0.24445 6.29826 0.40783
O 1.01904 4.44685 1.19399
H -0.62583 5.88249 -2.32488
H -1.99546 5.11128 -3.13082
H -0.43558 4.27361 -3.01074
H -2.27467 4.90103 -0.63234
H -2.05051 3.33979 -1.37860
H 0.46028 6.81454 -0.24447
H -0.14283 6.70615 1.40992
H -1.25133 6.48054 0.04504
C 0.86291 -6.25458 1.00106
C 0.41259 -7.17509 -0.11045
O 1.43901 -8.10375 -0.49503
C 1.65338 -9.26640 0.15193
C 0.93024 -9.54705 1.44936
O 2.45869 -10.03386 -0.30094
H 1.06946 -6.80591 1.91961
H 0.09529 -5.50984 1.21130
H 1.76857 -5.73017 0.70234
H -0.50920 -7.70648 0.13088
H 0.22295 -6.60483 -1.01866
H 1.58428 -9.25012 2.26940
H 0.76751 -10.61954 1.51317
H -0.01948 -9.03307 1.56140
C -7.92165 3.42008 -2.98912
C -7.55836 4.52114 -2.01707
O -6.14588 4.58092 -1.76995
C -5.29070 5.24044 -2.57036
C -5.76462 5.79581 -3.89135
O -4.14015 5.32273 -2.22617
H -7.48734 3.59113 -3.97424
H -9.00480 3.36316 -3.09948
H -7.55887 2.46064 -2.62151
H -7.92980 5.49444 -2.33884
H -7.98907 4.32181 -1.03767
H -5.54051 5.06012 -4.66426
H -5.19215 6.69535 -4.10057
H -6.82392 6.03018 -3.93208
```

Output
Molecular weight   484.56 g/mol
Orbital gap   10.342 eV
Energy   -46671.903 eV
Relative energy (zero: lowest compared OMol25 entry of this formula, charge and spin)   0.0 kcal/mol
SMILES   C[C@@H](F)[C@@H]1COC(=O)C1.CCOC(C)=O.CCOC(C)=O.CCOC(C)=O.CCOC(C)=O
Total charge   0


Entry 3:
The following is a DFT calculation (ωB97M-V/def2-TZVPD) of a cluster of 2 separate species, C9H14O in total at a distorted geometry.

The geometry in XYZ format:
```
24
Properties=species:S:1:pos:R:3
C 0.84504 3.16420 0.49814
C 0.21914 1.98989 -0.18639
C 0.95775 0.81668 -0.30887
C 0.43274 -0.37317 -0.74148
C -0.91519 -0.36281 -1.14693
O -1.42911 -1.52071 -1.65886
C -1.67861 0.78364 -1.08320
C -1.06118 1.97698 -0.65884
H 1.22822 3.89016 -0.23443
H 1.65340 2.79027 1.11282
H 0.18548 3.81519 1.05325
H 2.01204 0.82732 -0.00160
H 1.03446 -1.26180 -0.77139
H -0.81779 -2.26302 -1.56240
H -2.69694 0.86754 -1.43940
H -1.64813 2.88187 -0.68963
C 0.38637 -3.01677 2.39792
C 1.56440 -2.25956 1.71486
H -0.24840 -2.37802 3.00110
H -0.22097 -3.50049 1.62596
H 0.86306 -3.66893 3.12653
H 1.52351 -2.09487 0.66426
H 2.45492 -2.80765 2.03697
H 1.74541 -1.22468 2.04219
```

Output
Molecular weight   138.21 g/mol
Orbital gap   9.186 eV
Energy   -11606.835 eV
Relative energy (zero: lowest compared OMol25 entry of this formula, charge and spin)   18.5 kcal/mol
SMILES   Cc1ccc(O)cc1.CC
Total charge   0


Entry 4:
The following is a DFT calculation (ωB97M-V/def2-TZVPD) of a cluster of 2 separate species, C3H8NS2 in total at a distorted geometry.

The geometry in XYZ format:
```
14
Properties=species:S:1:pos:R:3
C 0.10610 0.64182 0.36475
C 0.60555 1.73825 -0.53289
C 1.17544 -0.53577 -1.41582
N 0.77957 -0.55769 -0.16143
S 1.16544 0.95945 -2.13343
S -1.66857 -1.94540 1.35364
H 0.24024 0.75535 1.43646
H -0.89557 0.34363 0.07198
H -0.16426 2.45939 -0.81877
H 1.48944 2.31348 -0.17342
H 1.39541 -1.46933 -1.81282
H 0.48085 -1.42939 0.29811
H -2.84373 -2.30416 1.31936
H -1.86592 -0.96964 2.20429
```

Output
Molecular weight   122.24 g/mol
Orbital gap   9.201 eV
Energy   -26393.842 eV
Relative energy (zero: lowest compared OMol25 entry of this formula, charge and spin)   10.3 kcal/mol
Total charge   +1